Formula: C10H19ClN2O9SV
Source: OMol25
Level of theory: ωB97M-V with the def2-TZVPD basis set

Results
total energy	-2981.32138	a.u.
spin multiplicity	4

```
43
Properties=species:S:1:pos:R:3:lowdin_spin:R:1
H -2.38315 -0.84345 -1.49906 0.000
H -2.84627 1.31791 -0.75286 0.000
O -1.71195 1.63200 -4.48623 0.001
H -2.47320 -1.18232 2.97677 0.001
C -1.68794 -2.42529 1.31600 0.004
O 4.18139 2.05365 1.00633 0.004
O -0.79203 -0.49372 -3.57909 0.001
H 4.09978 0.01823 -0.67347 0.001
H -1.17426 -2.36091 -0.72435 0.002
C 2.64017 -1.98511 -0.88603 0.009
C -1.58223 -1.61540 2.59946 0.018
O 2.03701 1.31105 1.16618 0.026
H -3.45555 -1.20562 -0.21740 0.000
H -0.82212 1.70475 -0.71375 0.003
H -2.70124 -2.76225 1.24010 0.001
C -2.41637 -0.77947 -0.41507 0.003
C 3.36591 0.81434 -0.79609 0.003
C -0.87123 2.10536 1.36996 0.009
O -0.31156 1.56655 -2.53904 0.001
H -0.19389 1.64224 3.42682 0.000
N -0.97544 1.20469 0.15447 0.014
N -1.30684 -1.65524 0.05470 0.012
V 0.62767 -0.32895 0.26186 2.658
H -1.80970 2.68497 1.41675 0.001
H 3.76557 1.56021 -1.53328 0.000
H -0.07729 -0.78511 -2.84068 0.001
H -2.89316 0.91146 0.94584 0.000
H 3.98580 2.44539 1.88151 0.000
C -0.86471 1.28278 2.61745 0.028
O 3.55622 -2.66321 -1.26141 0.013
C 3.09584 1.41697 0.52230 0.011
Cl -0.49760 1.06458 -3.91192 0.000
H 2.31634 -1.00333 -2.93305 0.001
O 2.06742 -1.76492 0.26671 0.028
H -1.11198 -2.14534 3.45012 0.000
H -0.99074 -3.25463 1.37049 0.001
S -0.17384 -0.45840 2.39112 0.067
H -1.89316 1.30901 3.02721 0.002
C -2.36761 0.71834 -0.01527 0.004
C 1.95402 -1.03994 -1.89420 0.009
O 2.11049 0.38295 -1.26249 0.031
H -0.00894 2.72288 1.21798 0.000
O 0.59037 -1.11773 -1.74541 0.031
```

Formula: C10H19F6N3O4ReS3Si
Source: OMol25
Level of theory: ωB97M-V with the def2-TZVPD basis set

Results
total energy	-3018.51642	a.u.
spin multiplicity	4
total charge	+2

```
47
Properties=species:S:1:pos:R:3:lowdin_spin:R:1
C -4.56735 -0.35268 -0.83875 0.001
H -1.16499 0.89004 -0.52122 0.022
O 2.17614 -1.38102 0.11098 0.079
C -3.18841 -0.58990 -2.89961 0.002
H -3.08743 -1.08509 -3.86240 0.000
H 2.79864 1.93314 0.43219 0.001
H -5.32002 -0.36634 -2.84497 0.000
O 0.99887 -2.22264 2.85826 0.026
H 1.43054 -0.27919 -2.19550 0.001
F 0.70366 -1.33518 5.79349 0.002
H -1.02017 2.96725 -2.41120 0.000
S 1.23585 -0.86487 3.30438 0.016
H -0.52448 3.97941 -1.04127 0.000
H 2.18755 3.55710 0.15494 0.000
H -3.02131 0.47902 -3.04572 0.000
N 2.39465 -0.16406 2.31110 0.036
N -3.39350 -0.88044 -0.11662 0.003
H 2.23306 0.97342 -3.11460 0.000
C -0.24650 1.08764 0.03383 0.098
F 2.82863 -1.23327 5.35770 0.000
F 1.64952 0.58752 5.44265 0.002
H -4.74981 -1.93390 -2.28559 0.000
C 1.65655 -0.68782 5.18478 0.001
H -0.46893 1.83538 0.81621 0.024
H -5.45326 -0.69540 -0.30928 0.000
H 0.39045 4.00977 -2.54324 0.001
S -1.00084 -2.00573 0.22955 0.140
F 3.83265 -2.64663 3.15271 0.000
C 2.42501 2.61157 -0.33842 0.004
S 3.26591 -1.03815 1.13392 0.013
C -0.16101 3.35766 -1.86144 0.007
H 0.50793 0.73356 -3.31920 0.000
C 3.95414 -2.70624 1.84257 0.000
Re 0.56948 -0.45055 1.02423 2.340
H -1.26538 -1.45005 -2.41694 0.002
O 4.33852 -0.26558 0.65062 0.002
H 3.25848 2.79586 -1.01821 0.000
C -2.27959 -1.23920 -0.71577 0.035
F 3.25656 -3.68382 1.32868 0.001
F 5.20102 -2.73581 1.47595 0.000
H -3.44346 -1.01483 0.88206 0.001
Si 0.92485 1.98560 -1.24327 0.035
H -4.54342 0.73730 -0.79567 0.000
N -2.13147 -1.11913 -2.01787 0.004
C -4.54208 -0.86304 -2.26833 0.000
O 0.04247 0.03046 3.08242 0.096
C 1.31227 0.73886 -2.57816 0.002
```

Formula: C10H19IN
Source: OMol25
Level of theory: ωB97M-V with the def2-TZVPD basis set

Results
total energy	-744.43011	a.u.
total charge	+1

```
31
Properties=species:S:1:pos:R:3:mulliken_charge:R:1
H -1.51913 2.47593 1.11045 0.215
C -1.76287 -2.02031 -1.56598 -1.622
C -1.16600 -1.08233 -0.52212 0.498
H 3.80963 2.14834 -0.36116 0.371
C -0.88376 -2.75824 1.37831 -1.400
H 0.53826 3.36588 -1.09549 0.324
H 1.79695 0.90035 2.02462 0.226
H 0.53090 -2.36553 -0.18980 0.301
C 1.08620 1.70758 1.81733 -1.038
H -2.27526 -2.84415 -1.07773 0.411
N 0.82117 1.73716 0.41154 0.287
C -1.26858 2.34788 0.06391 -0.640
H 0.18583 1.51279 2.40841 0.371
H 1.52986 2.65385 2.12359 0.375
H 0.53890 -0.24138 -1.56790 0.212
C -0.30772 1.25664 -0.32584 0.333
H -0.99078 -2.42980 -2.21234 0.347
H 0.36883 -1.06287 0.98796 -0.002
H -0.16547 -3.15165 2.09305 0.400
C 3.43956 1.22640 -0.76848 -0.493
C 0.11980 2.70074 -0.37106 -0.511
H -1.32549 -3.59759 0.85108 0.339
H -1.98686 -0.66961 0.07431 0.346
C -0.18959 -1.80659 0.41190 -0.018
H 3.07006 1.17284 -1.77538 0.355
I 3.72563 -0.48673 0.26043 0.436
C -0.44224 0.09436 -1.22564 -0.879
H -1.03213 0.40013 -2.09308 0.422
H -2.08580 2.55923 -0.61421 0.266
H -2.49030 -1.49604 -2.18078 0.428
H -1.66960 -2.24728 1.93009 0.338
```